(1)
The ion C4H8NS with charge +1 at a distorted geometry. Source: the OMol25 dataset; level of theory: wB97M-V/def2-TZVPD.

Values from the calculation:
E = -16595.361 eV
Highest occupied orbital energy = -0.522 hartree
Maximum force = 3.830 eV Å⁻¹
Lowest unoccupied orbital energy = -0.168 Ha
Total charge = +1

XYZ file:
```
14
Properties=species:S:1:pos:R:3:forces:R:3:nbo_charge:R:1
C 1.0271 1.0109 0.0387 -0.43 2.54 -2.84 0.1042
C -0.9406 -0.1487 -0.3437 -0.23 0.05 2.55 -0.2185
C -0.6386 0.2682 -1.6900 -1.70 0.76 -2.51 -0.5828
C 0.5846 -0.7219 1.5737 -0.54 -2.07 2.09 -0.4408
N 0.2925 0.0778 0.4503 -0.44 -0.20 -0.92 -0.2764
S 0.4925 1.6733 -1.5871 0.73 -0.74 2.00 0.3892
H 1.8032 1.4944 0.6224 0.25 -0.37 -0.15 0.2633
H -1.6342 0.5019 0.1955 -0.53 -0.22 -0.26 0.2353
H -1.1785 -1.1912 -0.2082 -0.46 -0.24 -0.27 0.2438
H -0.2877 -0.5540 -2.2276 1.80 -1.23 -0.83 0.2445
H -1.5342 0.4253 -2.3551 0.52 0.80 1.16 0.2917
H -0.3191 -1.4469 1.7699 1.93 1.61 -0.02 0.2517
H 0.8557 -0.0731 2.4301 -0.50 -0.59 -0.22 0.2482
H 1.4774 -1.3159 1.3311 -0.39 -0.11 0.21 0.2467
```
Positions in Å, forces in eV/Å.

***

(2)
A cluster of 2 separate species, C4H8NS in total at a distorted geometry. Source: the OMol25 dataset; level of theory: wB97M-V/def2-TZVPD.

Values from the calculation:
E = -16589.224 eV
Highest occupied orbital energy (spin up / spin down) = -0.448 / -0.461 hartree
Maximum force = 2.822 eV Å⁻¹
Lowest unoccupied orbital energy (spin up / spin down) = -0.193 / -0.166 Ha
Total charge = +1

XYZ file:
```
14
Properties=species:S:1:pos:R:3:forces:R:3:nbo_charge:R:1
C -0.5419 2.2962 -1.1077 1.10 -0.16 -0.43 -0.4991
C -0.5839 1.2911 -1.8833 0.45 1.72 2.19 0.0784
C -0.1597 -0.4469 1.4313 -0.73 2.37 0.94 -0.3355
C 1.1237 -0.4970 -0.4308 -1.52 1.40 0.96 -0.3956
N 0.0997 -1.3976 0.3873 0.64 0.55 -2.62 -0.5547
S 1.1484 0.7296 0.8832 0.53 -0.49 1.14 0.3267
H -1.0448 3.2564 -1.2034 0.03 -0.14 0.16 0.2992
H 0.3242 2.2062 -0.2872 -1.10 -0.12 -0.51 0.2595
H -0.7398 0.3415 -2.2029 -0.30 -2.10 -1.55 0.2238
H -1.0910 0.1701 1.3514 0.33 -1.38 -0.08 0.2514
H -0.1091 -0.9688 2.3666 0.33 0.47 0.79 0.2498
H 2.1268 -0.8225 -0.4689 0.82 -1.24 -0.74 0.2171
H 0.3118 -2.3516 0.6510 0.42 -0.16 0.22 0.4438
H -0.6604 -1.3998 -0.2541 -0.98 -0.72 -0.49 0.4352
```
Positions in Å, forces in eV/Å.

***

(3)
The ion C4H8NS2 with charge +1 at a distorted geometry. Source: the OMol25 dataset; level of theory: wB97M-V/def2-TZVPD.

Values from the calculation:
E = -27429.644 eV
Highest occupied orbital energy = -0.468 hartree
Maximum force = 3.936 eV Å⁻¹
Lowest unoccupied orbital energy = -0.171 Ha
Total charge = +1

XYZ file:
```
15
Properties=species:S:1:pos:R:3:forces:R:3:nbo_charge:R:1
C -0.3348 1.1335 -0.2616 -0.73 0.68 0.91 -0.1936
C 0.0946 2.1217 -1.0327 -0.29 1.78 -1.22 -0.3322
C -0.1911 -0.3140 -0.6768 2.20 2.61 -1.96 -0.2615
C 0.3269 -1.9402 0.9872 -1.87 0.94 -0.95 -0.0144
N 0.7614 -1.0717 0.1137 2.71 -0.65 -0.03 -0.4698
S -1.2130 1.4517 1.2814 0.39 -0.44 0.37 -0.0291
S 1.2561 -2.9484 1.9015 0.42 -1.74 1.54 0.2552
H 0.0193 3.2320 -0.8025 -0.02 -1.73 0.11 0.2427
H 0.3650 1.9626 -2.0980 0.27 -0.23 0.89 0.2135
H -1.1058 -0.8247 -0.5886 -1.22 -0.59 -0.70 0.2289
H 0.3210 -0.1250 -1.7045 -1.41 -1.36 1.30 0.2481
H -0.7902 -1.9598 1.0582 1.06 -0.10 0.14 0.2632
H -2.2027 2.3125 0.9515 0.42 -0.21 -0.49 0.1745
H 1.8213 -0.9804 -0.1784 -2.74 -0.28 1.17 0.4573
H 0.2898 -3.7548 2.5752 0.81 1.33 -1.07 0.2172
```
Positions in Å, forces in eV/Å.

***

(4)
An isolated molecule of C4H8O. Source: the OMol25 dataset; level of theory: wB97M-V/def2-TZVPD.

Values from the calculation:
E = -6324.044 eV
Highest occupied orbital energy = -0.315 hartree
Maximum force = 0.272 eV Å⁻¹
Lowest unoccupied orbital energy = 0.041 Ha
SMILES string = C/C=C/OC

XYZ file:
```
13
Properties=species:S:1:pos:R:3:forces:R:3:nbo_charge:R:1
C 1.5254 -1.5931 -0.2453 0.02 -0.15 -0.20 -0.2566
C -0.6610 0.2732 -0.0549 0.17 -0.06 0.03 -0.3230
C -1.5999 1.4478 -0.0941 -0.05 0.07 0.04 -0.6240
C 0.4070 0.2518 0.7439 -0.19 0.19 -0.05 0.1489
O 1.4086 -0.6600 0.8082 0.02 0.08 0.04 -0.5043
H 1.1581 -1.1738 -1.1888 0.09 -0.04 0.12 0.1801
H 2.5900 -1.8170 -0.3476 -0.17 -0.06 0.05 0.1933
H 0.9777 -2.5169 -0.0242 0.01 0.14 -0.02 0.1778
H -0.8613 -0.5557 -0.7309 0.05 0.14 0.07 0.2004
H -2.6292 1.1745 0.1656 0.15 -0.02 -0.02 0.2092
H -1.6327 1.8924 -1.0977 0.02 -0.09 0.18 0.2103
H -1.2739 2.2307 0.6005 -0.07 -0.14 -0.10 0.2083
H 0.5913 1.0462 1.4654 -0.06 -0.08 -0.13 0.1795
```
Positions in Å, forces in eV/Å.

***

(5)
A cluster of 2 separate species, C4H8O in total at a distorted geometry. Source: the OMol25 dataset; level of theory: wB97M-V/def2-TZVPD.

Values from the calculation:
E = -6322.577 eV
Highest occupied orbital energy = -0.329 hartree
Maximum force = 6.832 eV Å⁻¹
Lowest unoccupied orbital energy = 0.008 Ha
SMILES string = C=CC=C.O

XYZ file:
```
13
Properties=species:S:1:pos:R:3:forces:R:3:nbo_charge:R:1
C -0.1933 -2.0710 0.8025 0.23 6.76 -0.97 -0.3622
C -0.0700 -0.6318 0.5830 -0.42 -5.30 0.35 -0.2310
C -0.6818 0.0553 -0.5440 -3.38 -2.88 -2.00 -0.2560
C -1.1375 1.2942 -0.5672 1.41 0.88 1.97 -0.3587
H -1.0105 -2.5157 0.3197 -0.46 -1.09 -1.12 0.1912
H 0.3203 -2.5551 1.5781 0.43 -0.43 1.03 0.1986
H 0.4048 -0.0356 1.3262 0.83 0.36 0.29 0.2130
H -1.2619 -0.6348 -1.3812 2.11 1.40 2.01 0.2031
H -1.7665 1.6735 -1.3148 -0.64 0.39 -0.97 0.2059
H -0.8633 1.9613 0.2694 -0.15 -0.11 -0.57 0.1956
H 1.5246 1.3786 -0.7350 -0.66 1.22 -0.36 0.4636
H 2.4346 0.5744 -0.1557 1.30 -1.41 0.80 0.4578
O 2.3005 1.5066 -0.1813 -0.59 0.21 -0.45 -0.9209
```
Positions in Å, forces in eV/Å.

***

(6)
A cluster of 2 separate species, C4H8O in total at a distorted geometry. Source: the OMol25 dataset; level of theory: wB97M-V/def2-TZVPD.

Values from the calculation:
E = -6319.748 eV
Highest occupied orbital energy = -0.311 hartree
Maximum force = 4.656 eV Å⁻¹
Lowest unoccupied orbital energy = 0.002 Ha

XYZ file:
```
13
Properties=species:S:1:pos:R:3:forces:R:3:nbo_charge:R:1
C -1.5056 0.6308 0.4092 1.78 -1.25 1.42 0.4427
C 1.8077 0.5573 -0.6798 0.46 3.24 -2.48 -0.0497
C -2.3123 -0.3300 -0.3793 1.42 0.39 -0.43 -0.7175
C 2.3377 -0.3981 0.1631 1.15 -4.39 -1.05 -0.8099
O -1.0392 0.2854 1.4874 -0.47 0.20 -0.67 -0.5612
H -1.2681 1.6242 0.1208 -0.22 1.27 -0.90 0.1301
H 2.5272 1.4858 -0.8242 -1.10 -1.36 0.61 0.1031
H -2.2537 -0.4098 -1.4506 0.57 0.53 -0.44 0.2343
H -3.2604 0.0233 -0.1724 -2.61 0.08 0.50 0.2310
H -2.0694 -1.2605 0.0532 -0.35 -1.24 0.50 0.2356
H 1.5910 -0.2453 0.8901 -1.60 -0.16 1.75 0.3172
H 3.2882 -0.4689 0.6305 1.30 0.71 0.30 0.1925
H 2.1570 -1.4942 -0.2480 -0.34 1.97 0.90 0.2516
```
Positions in Å, forces in eV/Å.

***

(7)
An isolated molecule of C4H8O at a distorted geometry. Source: the OMol25 dataset; level of theory: wB97M-V/def2-TZVPD.

Values from the calculation:
E = -6320.690 eV
Highest occupied orbital energy (spin up / spin down) = -0.254 / -0.263 hartree
Maximum force = 4.629 eV Å⁻¹
Lowest unoccupied orbital energy (spin up / spin down) = 0.040 / 0.043 Ha

XYZ file:
```
13
Properties=species:S:1:pos:R:3:forces:R:3:nbo_charge:R:1
C -1.1891 0.0166 -0.3881 -1.96 0.12 0.19 0.0993
C 1.1666 -0.3345 -0.4580 3.00 0.68 -0.99 0.0441
C -2.3864 -0.1397 0.4762 2.84 1.21 3.45 -0.6638
C 2.3828 0.1632 0.3000 1.30 -3.42 -2.17 -0.6501
O -0.0016 -0.1156 0.0705 0.39 0.11 1.11 -0.3673
H -1.4956 -0.0144 -1.3992 0.93 -0.05 -1.47 0.1438
H 1.4326 -0.2161 -1.5243 -1.47 -0.28 0.06 0.1390
H -2.1552 -0.3490 1.5891 0.02 0.72 -1.59 0.2128
H -2.8630 -0.9978 0.2213 -2.08 -2.37 -1.17 0.2109
H -2.9707 0.7479 0.4199 -0.94 0.48 -0.04 0.2191
H 2.3228 0.0457 1.3260 -0.12 -0.39 2.15 0.2093
H 2.6796 1.1361 0.0969 0.09 2.27 -0.52 0.2003
H 3.3306 -0.4427 -0.1032 -2.01 0.93 1.00 0.2024
```
Positions in Å, forces in eV/Å.

***

(8)
A cluster of 2 separate species, C4H8O in total. Source: the OMol25 dataset; level of theory: wB97M-V/def2-TZVPD.

Values from the calculation:
E = -6321.621 eV
Highest occupied orbital energy = -0.320 hartree
Maximum force = 0.926 eV Å⁻¹
Lowest unoccupied orbital energy = 0.026 Ha
SMILES string = OC1=CC1.C

XYZ file:
```
13
Properties=species:S:1:pos:R:3:forces:R:3:nbo_charge:R:1
C -1.2745 -0.5790 1.1019 -0.28 -0.20 0.35 -0.8624
C 0.3043 0.3920 -0.7719 0.52 0.35 -0.43 0.3389
O -0.8155 0.3700 -1.4903 0.14 0.31 -0.05 -0.6418
C 1.4763 -0.4273 -0.4754 0.21 -0.23 -0.31 -0.4244
C 1.2175 1.0473 -0.1359 0.24 0.55 -0.71 -0.3421
H -1.0854 -1.0377 2.0671 -0.45 -0.18 0.18 0.2086
H -1.2834 -1.3382 0.3118 0.11 0.21 0.29 0.2151
H -2.2122 -0.0225 1.0576 -0.06 -0.22 0.28 0.2083
H -1.0822 1.2942 -1.5875 -0.25 -0.10 -0.10 0.4885
H 1.5087 -1.2151 0.2940 -0.22 0.42 -0.18 0.1871
H 2.0664 -0.6440 -1.3660 0.37 -0.24 0.21 0.1773
H -0.4713 0.1353 0.9692 -0.37 -0.29 0.25 0.2212
H 1.6513 2.0251 0.0253 0.04 -0.37 0.22 0.2257
```
Positions in Å, forces in eV/Å.